1.
Density functional theory data (ωB97M-V/def2-TZVPD) for a structure of composition C22H24Cl3N2OP2RbS at a distorted geometry.

XYZ file:
```
56
Properties=species:S:1:pos:R:3:forces:R:3
Rb 0.9833 0.1881 -1.6496 -2.05 0.14 -0.87
C -2.0736 -3.1206 -1.6114 0.00 0.00 0.10
P -0.6752 -2.3539 -0.6948 -0.25 -0.49 0.24
C 0.4010 -3.8495 -0.5459 -0.01 0.04 0.00
C -1.3507 -2.1867 1.0152 0.08 0.05 0.15
C -2.5359 -2.8213 1.3925 0.07 0.03 0.03
C -3.0661 -2.6686 2.6670 0.04 0.03 -0.03
C -2.4074 -1.8777 3.5950 0.05 0.01 -0.06
C -1.2212 -1.2464 3.2425 -0.01 -0.06 -0.04
C -0.6746 -1.3810 1.9641 -0.06 -0.16 -0.06
P 0.8684 -0.4897 1.4782 -0.03 -0.10 0.36
C 1.1162 0.6806 2.8732 -0.04 -0.07 0.01
C 2.1991 -1.6995 1.8921 -0.03 0.03 -0.05
H -2.3557 -4.0983 -1.2201 -0.02 -0.03 0.00
H -1.7496 -3.2496 -2.6431 0.02 -0.01 -0.06
H -2.9461 -2.4665 -1.6129 0.03 0.02 0.02
H -0.0608 -4.6150 0.0787 -0.01 -0.01 0.01
H 1.3885 -3.6037 -0.1530 -0.17 -0.01 -0.04
H 0.5454 -4.2533 -1.5495 0.01 0.01 -0.01
H -3.0647 -3.4475 0.6845 0.02 0.05 0.03
H -3.9913 -3.1670 2.9302 0.03 0.02 -0.01
H -2.8100 -1.7522 4.5930 0.01 0.00 -0.03
H -0.7172 -0.6404 3.9857 -0.03 -0.02 -0.05
H 1.2583 0.1761 3.8295 0.01 0.02 0.04
H 0.2883 1.3867 2.9561 0.00 -0.04 -0.04
H 2.0174 1.2497 2.6476 0.04 0.03 0.00
H 1.9708 -2.2508 2.8042 0.01 -0.02 0.03
H 3.1175 -1.1292 2.0382 0.01 0.02 -0.01
H 2.3901 -2.3921 1.0718 -0.06 0.12 0.10
Cl 8.2395 2.4318 -2.0007 -0.17 -0.11 0.01
C 6.7413 1.5310 -1.8933 0.09 0.00 -0.01
C 5.5423 2.2003 -1.7632 -0.26 0.12 0.03
C 4.3683 1.4696 -1.6776 0.12 0.13 0.00
Cl 2.8436 2.3608 -1.5082 1.02 0.63 0.05
C 4.2907 0.0508 -1.7149 -0.36 -0.34 0.01
O 3.1891 -0.6034 -1.6401 2.21 -0.11 0.05
C 5.5742 -0.5569 -1.8504 0.03 -0.03 0.04
Cl 5.6219 -2.2994 -1.8949 0.00 0.12 0.00
C 6.7593 0.1457 -1.9363 0.08 -0.17 -0.01
H 5.5167 3.2808 -1.7264 -0.02 -0.01 0.00
H 7.6985 -0.3869 -2.0349 -0.10 0.04 0.01
N -5.4231 4.7534 -1.5729 -0.16 0.10 0.10
C -5.0096 4.0537 -0.5089 0.33 -0.27 -0.07
S -5.8255 4.0867 0.9212 0.16 -0.05 -0.15
C -3.7535 3.2316 -0.7406 -0.42 0.30 0.01
C -3.2134 2.4888 0.2942 -0.02 -0.03 0.23
C -2.0675 1.7497 0.0698 0.20 -0.16 -0.19
N -1.4384 1.6985 -1.1111 -0.38 0.21 0.14
C -1.9651 2.4067 -2.1106 -0.02 -0.07 0.27
C -3.1058 3.1813 -1.9703 0.02 0.01 -0.12
H -6.2484 5.3180 -1.4689 -0.02 0.03 -0.03
H -4.9361 4.7673 -2.4479 0.02 0.01 -0.03
H -3.6911 2.4948 1.2654 0.02 0.00 -0.05
H -1.6391 1.1533 0.8731 -0.01 0.06 -0.12
H -1.4575 2.3523 -3.0705 -0.02 0.03 0.08
H -3.4553 3.7192 -2.8400 0.03 -0.02 -0.03
```
Forces are in eV/Å.

Summary:
max |F| = 0.0433 hartree/bohr
relative energy (zero: lowest compared OMol25 entry of this formula, charge and spin) = 74.0 kJ/mol
molar mass = 618.29 g/mol
E_HOMO = -6.86 eV

2.
Density functional theory data (ωB97M-V/def2-TZVPD) for a structure of composition C22H24ClIrN2O4 at a distorted geometry.

XYZ file:
```
54
Properties=species:S:1:pos:R:3:forces:R:3
Ir -0.0761 -0.0941 -0.2105 -0.13 0.60 1.25
Cl 1.6054 1.0878 6.7760 0.17 0.19 0.53
C 0.9926 0.4832 5.3113 -0.54 0.44 -1.25
C 0.9283 -0.9146 5.0977 0.00 0.84 0.06
C 0.4707 -1.4042 3.9144 -0.66 0.13 -1.33
C 0.0512 -0.5443 2.8366 1.09 2.16 2.81
O -0.3066 -1.0575 1.7462 -0.97 -0.91 -4.75
C 0.0897 0.8943 3.0845 0.06 -1.02 -1.21
C -0.3657 1.8498 2.1345 0.22 -0.83 0.77
N -0.8841 1.5691 0.9662 2.20 -1.77 -1.07
C -1.6194 2.4594 0.2136 -1.02 1.35 -0.98
C -2.0327 3.7261 0.6224 0.45 -1.00 -0.12
C -2.8148 4.5272 -0.2118 -0.24 0.00 -0.63
C -3.2406 4.0790 -1.4413 0.17 0.12 0.34
C -2.8789 2.7893 -1.8888 0.29 -0.11 0.20
C -3.2645 2.2593 -3.1375 0.13 -0.27 0.04
C -2.8841 0.9851 -3.4818 -0.10 0.22 0.16
C -2.1262 0.2375 -2.5770 0.03 -0.41 -0.18
N -1.7052 0.7308 -1.4311 1.33 -1.59 1.28
C -2.0565 1.9807 -1.0591 -0.17 1.13 0.81
C 0.5590 1.3554 4.3181 0.70 -0.49 1.53
H 1.2489 -1.5841 5.8814 0.03 -0.06 0.06
H 0.4015 -2.4679 3.7422 0.02 -0.08 -0.01
H -0.2789 2.8896 2.4473 -0.50 0.00 0.03
H -1.7590 4.1066 1.5937 0.00 0.02 0.09
H -3.0783 5.5181 0.1251 -0.09 0.04 0.01
H -3.8501 4.7053 -2.0771 -0.03 0.01 -0.01
H -3.8639 2.8531 -3.8122 -0.05 0.07 -0.03
H -3.1674 0.5500 -4.4270 -0.05 -0.09 -0.01
H -1.8736 -0.7931 -2.7834 0.10 0.02 -0.05
H 0.5749 2.4181 4.5115 0.07 0.10 0.05
C 3.2832 0.3490 0.8536 0.32 0.58 0.31
O 2.2642 -0.5328 0.4142 -1.41 -0.27 -0.28
C 2.7645 -1.8108 0.0342 -0.19 -0.45 -0.36
C 1.5895 -2.7056 -0.3704 0.60 -0.19 0.94
O 0.6611 -2.0866 -1.2501 -0.69 1.54 0.59
C 1.0181 -1.9655 -2.6192 0.06 0.52 -0.84
C 1.7555 -0.6629 -2.9475 0.15 -0.62 0.20
O 1.0568 0.4357 -2.3673 -0.96 -0.49 0.76
C 1.6557 1.6818 -2.6967 0.22 0.65 -0.01
H 3.7960 -0.0692 1.7238 -0.09 0.00 -0.03
H 2.8070 1.2869 1.1318 0.02 -0.03 0.01
H 4.0200 0.5356 0.0660 -0.12 -0.09 -0.04
H 3.2790 -2.2816 0.8826 -0.07 0.08 -0.13
H 3.4867 -1.6900 -0.7847 -0.06 0.02 0.15
H 0.9971 -2.9352 0.5191 0.10 -0.09 -0.12
H 1.9675 -3.6352 -0.8108 -0.13 0.14 0.03
H 0.0712 -2.0005 -3.1679 0.19 -0.03 0.06
H 1.6280 -2.8186 -2.9310 -0.08 0.05 0.09
H 1.7933 -0.5450 -4.0392 -0.05 0.01 0.19
H 2.7870 -0.6757 -2.5731 -0.13 0.04 -0.03
H 1.6982 1.8081 -3.7843 -0.11 -0.06 0.16
H 2.6726 1.7495 -2.2979 -0.07 -0.08 0.03
H 1.0419 2.4656 -2.2554 0.02 -0.03 -0.07
```
Forces are in eV/Å.

Summary:
max |F| = 0.0959 hartree/bohr
charge = +2
molar mass = 608.11 g/mol
E_HOMO (alpha / beta) = -13.27 / -13.28 eV

3.
Density functional theory data (ωB97M-V/def2-TZVPD) for a structure of composition C22H24ClN2NaO7S3 at a distorted geometry.

XYZ file:
```
60
Properties=species:S:1:pos:R:3:forces:R:3
Na -0.1292 -0.4984 0.1930 0.50 1.72 0.18
Cl 6.8242 2.9115 -0.0977 0.10 0.06 -0.03
C 5.3424 1.9810 0.0739 0.02 0.03 -0.02
C 5.4150 0.6218 0.3541 -0.12 0.01 -0.05
C 4.2479 -0.0970 0.4954 0.22 -0.06 0.03
C 2.9507 0.4885 0.3882 -0.24 -0.11 0.06
O 1.9036 -0.2163 0.5552 1.17 0.34 -0.51
C 2.9237 1.9006 0.0954 0.31 -0.11 0.06
C 1.6888 2.6533 -0.0637 -0.38 0.16 -0.10
N 0.5333 2.2211 0.2458 0.54 -0.28 0.14
C -0.6203 2.9818 0.1136 -0.41 0.60 -0.14
C -0.6577 4.3671 0.2055 0.12 -0.33 0.05
C -1.8479 5.0851 0.0870 -0.19 0.22 -0.06
C -3.0295 4.3915 -0.1463 0.13 0.01 0.04
C -3.0490 3.0077 -0.2283 0.13 -0.01 -0.02
C -4.2555 2.2499 -0.4569 -0.07 -0.07 -0.01
C -4.2345 0.9148 -0.5041 0.10 -0.17 -0.22
C -2.9589 0.1469 -0.3215 -0.05 0.45 0.56
N -1.7868 0.9215 -0.1070 -0.57 0.29 -0.14
C -1.8433 2.2338 -0.0803 -0.02 0.09 -0.07
C 4.1210 2.6025 -0.0679 -0.09 -0.09 0.05
H 6.3817 0.1411 0.4416 0.00 -0.02 0.03
H 4.2926 -1.1606 0.6995 -0.04 0.01 0.01
H 1.8276 3.6597 -0.4945 -0.05 0.00 -0.02
H 0.2627 4.9032 0.4151 0.02 -0.02 0.00
H -1.8510 6.1654 0.1819 0.01 -0.02 0.01
H -3.9637 4.9379 -0.2564 -0.02 -0.03 0.01
H -5.1915 2.7917 -0.5772 0.00 0.00 0.00
H -5.1303 0.3268 -0.6747 -0.04 0.06 0.02
H -3.0716 -0.5700 0.4998 -0.09 -0.01 -0.09
H 4.0819 3.6613 -0.3000 -0.01 0.01 0.00
C 0.7009 -1.4045 4.5224 0.10 -0.12 -0.53
S 1.0725 -0.8394 2.8052 0.47 0.26 2.28
C 1.4632 0.8605 3.3334 -0.02 -0.31 -0.30
O -0.2772 -0.7529 2.2085 -0.61 -0.09 0.90
H 1.5419 -1.2107 5.1907 0.02 0.00 -0.05
H 0.5188 -2.4740 4.4249 -0.02 0.00 0.06
H -0.2017 -0.8909 4.8536 0.03 0.05 -0.01
H 2.4094 0.8681 3.8762 0.00 -0.01 -0.01
H 0.6402 1.2208 3.9496 -0.01 -0.02 0.02
H 1.5269 1.4441 2.4201 0.02 0.08 -0.01
O 0.6177 -3.9352 2.3837 -0.03 -0.03 0.39
S 0.1938 -3.3927 1.0432 0.63 -1.00 -0.22
C 1.7642 -3.3556 0.0928 -0.21 0.00 0.10
C 2.1245 -4.8136 -0.0983 -0.09 -0.12 -0.09
C 0.8645 -5.4434 -0.6918 0.11 -0.03 0.06
C -0.3230 -4.9080 0.1113 -0.04 0.38 -0.12
H 2.4780 -2.7760 0.6715 -0.09 0.11 0.02
H 1.5277 -2.8480 -0.8414 0.12 0.03 -0.05
H 2.3336 -5.2534 0.8807 0.06 -0.02 -0.02
H 2.9957 -4.9602 -0.7433 0.01 0.07 0.03
H 0.9122 -6.5358 -0.6694 -0.07 0.01 -0.01
H 0.7603 -5.1330 -1.7340 0.01 -0.01 0.00
H -0.6569 -5.5931 0.8884 -0.02 0.08 0.08
H -1.1616 -4.6129 -0.5119 -0.12 -0.12 -0.01
O -2.3469 -2.8792 -2.4397 0.06 0.12 -0.04
S -2.0204 -2.0984 -1.2638 -0.73 -0.53 -0.83
O -0.5849 -1.8108 -1.1643 -0.67 -1.23 -1.46
O -2.5630 -2.6366 -0.0296 0.02 -0.06 0.17
O -2.7767 -0.7023 -1.5128 0.08 -0.25 -0.13
```
Forces are in eV/Å.

Summary:
max |F| = 0.0455 hartree/bohr
charge = -2
relative energy (zero: lowest compared OMol25 entry of this formula, charge and spin) = 118.1 kJ/mol
molar mass = 583.09 g/mol
E_HOMO = -0.75 eV